C38H50GeMnNO3STe | the ωB97M-V functional and the def2-TZVPD basis

## Properties
* multiplicity: 6
* E_HOMO (alpha / beta): -1.391 / -4.442 eV
* LUMO level (alpha / beta): 2.11 / 2.11 eV
* net charge: -1
* gap between HOMO and LUMO (alpha / beta): 0.1286 / 0.2407 Eh

Cartesian coordinates (Å):
Mn 0.25015 0.12780 0.19602
C 4.16166 -1.16621 -1.12226
C 4.04441 -2.54123 -1.26640
C 2.80754 -3.13677 -1.11271
C 1.65464 -2.38911 -0.81603
C 1.76225 -0.98211 -0.65635
C 3.02881 -0.42777 -0.81126
C 0.33897 -3.01910 -0.74101
C 0.13717 -4.38552 -0.97455
C -1.12438 -4.92918 -0.98471
C -2.24884 -4.07007 -0.81913
C -3.57685 -4.51726 -0.85560
C -4.64004 -3.62718 -0.78462
C -4.38285 -2.26191 -0.70060
C -3.08240 -1.79993 -0.62441
C -1.97676 -2.68065 -0.63592
N -0.71539 -2.18665 -0.49127
H 5.12196 -0.67468 -1.23063
H 4.91372 -3.14231 -1.50835
H 2.74407 -4.21026 -1.23118
H 3.15608 0.64249 -0.67616
H 0.98558 -5.02703 -1.16910
H -1.27035 -5.98860 -1.16292
H -3.75939 -5.58225 -0.95851
H -5.66096 -3.98976 -0.81407
H -5.20306 -1.55219 -0.68537
H -2.87071 -0.74208 -0.54520
C -3.37859 1.76553 0.17289
Ge -2.38589 1.71088 -1.55663
C -3.67298 0.95502 -2.88867
C -2.11271 3.59384 -2.17570
C -0.74140 0.62431 -1.67963
H -3.72249 2.77683 0.39639
H -2.72502 1.43629 0.98016
H -4.24747 1.10543 0.14331
H -4.63329 1.47557 -2.89588
H -3.85179 -0.09574 -2.65307
H -3.24985 1.00210 -3.89423
H -3.04886 4.15538 -2.14327
H -1.76524 3.59457 -3.21145
H -1.37585 4.12631 -1.57299
H -0.10059 1.17497 -2.37766
H -1.03509 -0.29213 -2.19792
O -1.12165 -0.34002 2.07689
S -1.95891 -1.52144 2.43338
C -2.62387 -1.22970 4.08020
C -1.98981 -0.51891 5.08786
C -2.62290 -0.36176 6.30841
C -3.87883 -0.91623 6.53098
C -4.50686 -1.63285 5.51972
C -3.88041 -1.78842 4.29519
C -0.79992 -2.78654 2.98175
C -1.27863 -4.03414 3.35931
C -0.37739 -5.02299 3.71361
C 0.98830 -4.77257 3.67194
C 1.45637 -3.52885 3.26794
C 0.55951 -2.52923 2.93150
H -1.00519 -0.10108 4.91275
H -2.13792 0.19202 7.10258
H -4.36632 -0.78623 7.48851
H -5.48401 -2.06632 5.69041
H -4.34980 -2.34679 3.49178
H -2.34536 -4.22638 3.35867
H -0.73332 -6.00111 4.01188
H 1.69139 -5.55295 3.93483
H 2.52106 -3.33972 3.21176
H 0.90026 -1.55689 2.59162
C 2.41289 1.26147 -3.56689
Te 2.38186 2.89099 -2.17169
C 1.74346 4.25507 -3.72400
H 1.77682 1.52303 -4.40966
H 2.02161 0.38066 -3.06744
H 3.42620 1.07226 -3.90963
H 2.55700 4.45330 -4.41722
H 1.41428 5.19005 -3.27607
H 0.90830 3.80314 -4.25399
C 1.79571 0.97397 3.77160
C 2.47182 0.95994 2.38432
C 3.48807 -0.20264 2.35476
C 3.25304 2.27706 2.20487
O 1.50752 0.85179 1.41035
H 2.50108 1.24505 4.56238
H 1.38035 -0.01372 3.98642
H 0.97832 1.69733 3.76557
H 4.02854 -0.25487 3.30314
H 4.20220 -0.06778 1.54323
H 2.96558 -1.14460 2.17948
H 4.11504 2.31231 2.87588
H 2.61030 3.13337 2.41858
H 3.59852 2.35268 1.17178
C -0.40620 3.51579 1.39395
O -0.47520 2.53625 0.37712
H -1.11569 4.32586 1.19008
H 0.59507 3.94127 1.48003
H -0.66824 3.04711 2.34221
H 0.20795 2.70145 -0.29032

Forces on the atoms, in the same order (eV/Å):
Mn -0.246 -0.320 -0.893
C 0.047 0.017 -0.084
C -0.036 0.023 0.005
C 0.165 -0.001 0.032
C -0.312 0.339 -0.115
C 0.361 -0.430 0.045
C -0.156 0.326 -0.081
C -0.135 -0.407 0.072
C 0.239 0.297 0.020
C -0.033 -0.200 0.098
C -0.136 -0.069 -0.040
C 0.162 0.069 0.011
C -0.167 0.064 -0.019
C -0.145 -0.084 0.099
C 0.375 -0.028 0.117
C -0.123 0.147 -0.013
N -0.126 0.152 0.362
H -0.006 0.013 -0.012
H -0.016 -0.036 0.032
H -0.050 0.012 -0.004
H -0.022 -0.005 0.149
H -0.008 -0.021 0.005
H -0.039 0.009 0.018
H -0.005 -0.006 -0.012
H 0.003 -0.003 -0.030
H -0.010 -0.005 0.003
H -0.024 -0.035 0.077
C 0.224 -0.145 -0.182
Ge -0.253 0.069 -0.296
C 0.169 0.058 0.183
C 0.050 -0.247 0.080
C -0.074 0.075 0.355
H 0.026 0.045 -0.058
H -0.020 0.002 0.035
H -0.014 0.006 -0.044
H 0.010 0.063 0.048
H -0.012 0.021 -0.021
H 0.036 0.029 0.000
H -0.050 -0.054 0.037
H 0.018 -0.046 -0.011
H 0.005 -0.028 0.034
H 0.079 0.037 0.115
H 0.116 -0.076 0.162
O 0.200 0.553 -0.135
S 0.299 -0.408 0.269
C -0.569 -0.095 0.006
C 0.280 0.043 -0.280
C -0.088 -0.008 0.158
C 0.007 -0.039 -0.189
C -0.007 0.015 0.289
C 0.172 0.030 -0.204
C 0.136 -0.229 -0.169
C -0.081 0.120 -0.080
C 0.030 -0.090 0.058
C 0.061 0.109 -0.062
C 0.009 -0.197 0.166
C -0.154 0.297 -0.289
H -0.014 0.051 -0.053
H 0.042 0.007 -0.041
H -0.003 0.002 0.002
H -0.002 -0.004 -0.029
H -0.080 0.081 0.021
H 0.012 -0.061 0.010
H -0.047 0.017 -0.021
H -0.020 -0.012 -0.006
H -0.015 0.033 -0.022
H -0.029 -0.064 -0.011
C 0.003 -0.038 0.109
Te -0.074 0.210 -0.574
C 0.082 -0.046 0.211
H -0.049 0.076 0.049
H -0.031 -0.016 0.016
H 0.019 0.046 0.044
H 0.039 -0.036 0.037
H 0.009 -0.012 0.053
H -0.032 -0.028 0.067
C 0.033 0.001 -0.125
C 0.186 -0.060 0.434
C -0.179 0.148 -0.074
C -0.177 -0.159 -0.008
O -0.081 0.185 0.028
H 0.015 -0.058 0.025
H -0.003 0.071 0.074
H -0.023 0.012 -0.013
H 0.064 -0.030 -0.005
H 0.022 -0.072 0.019
H 0.062 -0.011 0.016
H 0.024 0.045 -0.006
H -0.024 0.027 -0.016
H 0.044 -0.009 0.006
C 0.031 0.061 0.065
O -0.027 -0.030 -0.107
H 0.002 -0.028 -0.002
H 0.031 -0.058 0.032
H 0.014 -0.038 -0.018
H 0.013 0.068 -0.007

C38H50IN9O3SSbY | the ωB97M-V functional and the def2-TZVPD basis

## Properties
* multiplicity: 1
* E_HOMO: -12.572 eV
* LUMO level: -5.79 eV
* net charge: +2
* gap between HOMO and LUMO: 0.2494 Eh
* ΔE to the lowest compared entry with this formula, charge and spin: 0.000 eV

Cartesian coordinates (Å):
Y 0.39943 0.65708 0.15007
N 3.06882 0.82373 4.04708
C 2.59575 0.63275 2.82116
N 1.58114 1.27139 2.30336
C 0.95494 2.25680 3.06084
N 0.03232 3.02205 2.58580
N -0.24052 2.77289 1.25755
C -0.86192 3.69389 0.63824
C -1.06723 3.52615 -0.79764
C -1.69870 4.49924 -1.55360
C -1.82312 4.30453 -2.92301
C -1.30893 3.14917 -3.48402
C -0.69491 2.22208 -2.65548
N -0.57209 2.39683 -1.33926
C 1.37667 2.45327 4.44877
C 0.74644 3.36384 5.30493
C 1.19870 3.52402 6.59537
C 2.29260 2.78426 7.05380
C 2.92916 1.88471 6.22660
C 2.46086 1.72483 4.92602
H 3.86522 0.29089 4.36211
H 3.08593 -0.12804 2.22205
H -1.18084 4.59897 1.14932
H -2.07814 5.39239 -1.07594
H -2.31033 5.04945 -3.53754
H -1.37733 2.96011 -4.54575
H -0.28218 1.30317 -3.05614
H -0.09012 3.93552 4.92961
H 0.71143 4.22806 7.25506
H 2.64746 2.91863 8.06654
H 3.77915 1.31240 6.57712
C 3.60318 -1.17096 -2.79913
C 2.22465 -1.55472 -3.23942
N 2.09130 -2.32299 -4.29570
C 0.86344 -2.71019 -4.68287
C -0.28661 -2.37873 -4.01254
C -1.61472 -2.90504 -4.50125
O -2.26573 -3.73393 -3.54546
C -0.16832 -1.55886 -2.86103
C -1.36187 -1.27632 -2.08849
N -1.44342 -0.55615 -1.01952
C -2.75122 -0.47816 -0.45079
C -3.46717 0.70896 -0.55892
C -4.73760 0.82589 -0.01453
C -5.31037 -0.24706 0.64911
C -4.60583 -1.43717 0.77366
C -3.33157 -1.54802 0.23462
I -2.27621 -3.33072 0.55729
C 1.10431 -1.10703 -2.48629
O 1.30486 -0.32708 -1.45408
H 3.76218 -0.09425 -2.90145
H 4.33416 -1.69207 -3.41134
H 3.74889 -1.41842 -1.74538
H 0.82246 -3.33097 -5.57070
H -1.46162 -3.42959 -5.44644
H -2.30708 -2.08574 -4.70207
H -1.79456 -4.57184 -3.48938
H -2.27766 -1.73956 -2.45072
H -3.02948 1.53352 -1.10830
H -5.28370 1.75348 -0.12351
H -6.30486 -0.16644 1.06606
H -5.04618 -2.27879 1.29040
C 1.07208 -4.99915 3.42522
N 1.41886 -3.64624 2.98260
C 0.57408 -2.62624 3.57674
C 2.12104 -3.41284 1.85502
S 1.83244 -2.08941 0.80320
N 3.08005 -4.29759 1.52331
C 3.85654 -5.02415 2.52760
C 3.66443 -4.32117 0.18665
H -0.00908 -5.04541 3.56337
H 1.55128 -5.25471 4.37041
H 1.34567 -5.72992 2.67124
H 0.55361 -2.76554 4.65807
H -0.44962 -2.71918 3.20272
H 0.94532 -1.63431 3.34248
H 3.65131 -4.63271 3.51921
H 4.91409 -4.87097 2.31046
H 3.65870 -6.09626 2.51439
H 2.90111 -4.15550 -0.56783
H 4.10927 -5.30335 0.03663
H 4.44095 -3.56159 0.07741
C 2.85185 2.73942 -2.91845
Sb 2.86262 2.50105 -0.80168
C 4.79712 1.65044 -0.50948
C 3.34969 4.50514 -0.27304
H 3.84332 3.01382 -3.27433
H 2.14982 3.52872 -3.18759
H 2.53683 1.81000 -3.39080
H 5.50327 2.09496 -1.20897
H 4.76479 0.57424 -0.66290
H 5.12703 1.86289 0.50745
H 4.25166 4.81054 -0.80049
H 3.52196 4.56699 0.80076
H 2.53570 5.17857 -0.53692
C -1.72755 0.00424 4.22940
C -1.98254 0.33296 2.77784
O -0.94180 -0.20774 1.91952
H -2.48156 0.48648 4.85176
H -0.74532 0.36247 4.54156
H -1.78823 -1.07053 4.41108
H -1.96121 1.40823 2.61673
H -2.94411 -0.04468 2.43224
H -0.98706 -1.17758 1.89958

Forces on the atoms, in the same order (eV/Å):
Y -0.261 -0.331 0.429
N -0.015 0.021 0.057
C -0.008 -0.017 -0.044
N 0.150 -0.133 -0.038
C 0.217 -0.061 0.305
N -0.214 0.181 -0.101
N 0.195 -0.118 0.148
C -0.039 0.087 0.086
C -0.088 0.059 -0.202
C 0.019 -0.021 0.009
C -0.012 0.035 0.011
C -0.011 0.007 -0.027
C 0.051 -0.064 0.047
N -0.105 0.013 -0.159
C -0.068 0.051 -0.028
C -0.008 -0.018 -0.019
C 0.011 -0.014 -0.007
C -0.013 0.024 0.035
C 0.001 -0.026 -0.040
C 0.047 0.001 0.058
H 0.010 -0.007 -0.039
H -0.001 0.002 -0.004
H 0.019 0.024 -0.021
H -0.006 0.002 -0.004
H -0.001 -0.009 -0.011
H 0.001 -0.005 -0.001
H -0.001 -0.005 -0.005
H -0.001 0.001 0.003
H 0.004 0.000 0.005
H -0.004 0.003 0.000
H -0.001 0.000 -0.002
C 0.012 0.066 0.003
C 0.020 -0.044 -0.027
N -0.019 0.010 0.002
C 0.033 -0.019 -0.034
C 0.013 0.006 0.027
C 0.032 0.040 0.006
O 0.007 -0.006 0.001
C -0.069 -0.023 0.014
C 0.041 0.112 0.063
N 0.190 0.064 -0.022
C -0.132 -0.109 0.051
C -0.021 0.031 -0.013
C 0.027 0.032 -0.006
C 0.001 -0.063 0.011
C -0.037 0.079 -0.023
C 0.075 -0.017 -0.005
I -0.006 0.059 -0.044
C 0.024 -0.267 -0.075
O 0.049 0.257 -0.319
H 0.015 -0.020 0.000
H 0.003 -0.003 -0.001
H -0.005 -0.020 0.014
H -0.009 0.002 0.004
H -0.013 -0.012 0.002
H -0.012 -0.006 -0.005
H -0.005 -0.001 0.000
H 0.010 -0.040 -0.011
H -0.021 -0.012 0.011
H -0.008 -0.008 -0.002
H 0.002 -0.006 0.002
H -0.004 0.002 0.004
C 0.081 -0.020 -0.023
N -0.107 0.036 0.169
C 0.046 -0.021 -0.079
C 0.053 0.015 -0.205
S -0.003 0.043 0.049
N -0.114 0.028 0.056
C 0.000 0.009 0.039
C 0.019 -0.041 -0.040
H -0.002 0.008 0.004
H 0.005 -0.012 0.002
H 0.049 -0.005 -0.028
H 0.027 -0.007 0.001
H -0.046 -0.022 0.025
H 0.036 0.033 0.005
H -0.017 -0.003 0.025
H -0.007 0.000 0.008
H -0.037 0.006 -0.024
H 0.001 0.011 0.011
H -0.009 -0.005 0.000
H -0.002 0.028 0.006
C -0.026 -0.025 -0.001
Sb 0.069 0.038 -0.071
C -0.015 0.021 -0.012
C -0.005 -0.005 0.054
H 0.006 -0.011 0.001
H 0.001 0.004 0.013
H 0.018 0.012 -0.028
H 0.005 0.005 0.009
H -0.005 -0.014 0.004
H 0.011 -0.006 -0.003
H 0.000 0.012 0.003
H 0.011 0.034 -0.006
H -0.009 -0.005 -0.006
C -0.007 -0.064 -0.030
C -0.009 0.016 -0.016
O 0.014 0.137 -0.008
H 0.000 0.006 0.004
H -0.002 0.007 0.028
H 0.003 0.017 0.003
H -0.001 -0.018 -0.017
H -0.029 -0.029 0.014
H -0.059 0.019 -0.005

Record order is preserved below.
Energy: -153813.42952; -86279.98445 eV
Record order is preserved below.
F_max: 0.98; 0.60 eV/Å